Entry A
The following is a DFT calculation (ωB97M-V/def2-TZVPD) of a gas-phase ion, C6H11O (charge -1).

Calculated values
- Net charge: -1
- Gap between HOMO and LUMO: 5.97 eV
- LUMO: 3.733 eV
- Structure (SMILES): C/C=C/CCC[O-]

Last column: natural (NBO) charge in e.
Geometry (Å):
1 C -1.7304 0.5503 1.2554  0.043
2 O -2.2700 -0.2365 2.1150  -0.918
3 C -1.3277 -0.1355 -0.1987  -0.466
4 C -0.4844 0.8291 -1.0777  -0.454
5 C 1.0772 0.6493 -1.0246  -0.195
6 C 1.6602 -0.5871 -0.9621  -0.177
7 C 2.9622 -0.9520 -0.3079  -0.650
8 H -2.3580 1.4675 0.9730  0.044
9 H -0.7067 0.8870 1.6584  0.048
10 H -2.1205 -0.6448 -0.7723  0.180
11 H -0.7863 -1.1591 0.1241  0.176
12 H -0.7492 1.8807 -0.8091  0.203
13 H -0.6087 0.6483 -2.1935  0.189
14 H 1.4784 1.3723 -0.3569  0.174
15 H 1.1590 -1.4399 -1.4185  0.181
16 H 2.9627 -2.0517 -0.0045  0.204
17 H 3.9171 -0.7360 -0.8545  0.203
18 H 3.0287 -0.4563 0.6274  0.213


Entry B
The following is a DFT calculation (ωB97M-V/def2-TZVPD) of a gas-phase ion, C6H11O (charge -1).

Calculated values
- Net charge: -1
- Gap between HOMO and LUMO: 5.60 eV
- LUMO: 3.601 eV
- Structure (SMILES): C=CCCCC[O-]

Last column: natural (NBO) charge in e.
Geometry (Å):
1 C 1.6801 -1.4742 -1.0540  -0.009
2 O 2.4318 -0.7718 -1.9491  -0.976
3 C 1.3250 -0.6215 0.2064  -0.447
4 C 0.0218 0.1629 -0.0290  -0.392
5 C -0.6730 0.5152 1.3056  -0.446
6 C -2.9041 1.1106 0.3147  -0.427
7 C -1.9280 1.3312 1.1805  -0.150
8 H 2.2617 -2.3830 -0.7528  0.071
9 H 0.7036 -1.8287 -1.4713  0.063
10 H 1.2826 -1.3035 1.0712  0.156
11 H 2.1741 0.0505 0.3032  0.207
12 H 0.3440 1.0869 -0.5117  0.207
13 H -0.6512 -0.3976 -0.6755  0.187
14 H -0.7967 -0.3977 1.8931  0.206
15 H 0.0573 1.0866 1.8644  0.195
16 H -2.7641 0.3584 -0.4646  0.192
17 H -3.8671 1.6046 0.2319  0.185
18 H -1.9789 2.1341 1.9205  0.179


Which structure wins on stability? entry B wins.


Entry A
The following is a DFT calculation (ωB97M-V/def2-TZVPD) of 2 unconnected molecules or ions with the total composition C6H11O.

Calculated values
- Net charge: -1
- Gap between HOMO and LUMO: 4.43 eV
- LUMO: 2.467 eV

Last column: natural (NBO) charge in e.
Geometry (Å):
1 C 0.5185 -1.9419 -2.3859  -0.027
2 O 0.9242 -1.2143 -3.4658  -0.960
3 C -0.0403 -1.1085 -1.1918  -0.643
4 C 0.3866 0.1560 2.3447  -0.101
5 C -0.5746 0.9815 1.7973  -0.109
6 C -1.9063 1.2699 1.5857  -0.493
7 C 0.4822 1.9918 1.9353  -0.687
8 H 1.3575 -2.5338 -1.9674  0.064
9 H -0.1925 -2.7758 -2.6322  0.058
10 H 0.8926 -0.8919 -0.5091  0.155
11 H -0.8088 -1.6390 -0.5502  0.163
12 H 1.2041 -0.1717 1.6892  0.182
13 H -0.5130 -0.1167 -1.4906  0.197
14 H -2.2903 2.2285 1.2955  0.205
15 H -2.6217 0.3419 1.7886  0.211
16 H 0.9312 2.3459 2.8798  0.252
17 H 0.1157 3.0052 1.3981  0.283
18 H 1.3344 1.8291 1.3124  0.250


Entry B
The following is a DFT calculation (ωB97M-V/def2-TZVPD) of 2 unconnected molecules or ions with the total composition C6H11O.

Calculated values
- Net charge: -1
- Gap between HOMO and LUMO: 6.60 eV
- LUMO: 3.988 eV

Last column: natural (NBO) charge in e.
Geometry (Å):
1 C -1.0633 0.5224 2.9574  -0.456
2 C -0.5752 -0.0336 1.8490  -0.198
3 C -1.1614 -1.2454 1.2704  -0.262
4 C -0.6325 -1.8167 0.1899  -0.377
5 H -1.9508 0.1157 3.4304  0.167
6 H -0.5848 1.3848 3.4004  0.185
7 H 0.2241 0.3929 1.2433  0.277
8 H -1.9834 -1.7190 1.8127  0.167
9 H -1.0313 -2.7505 -0.1948  0.162
10 H 0.2626 -1.3684 -0.2642  0.283
11 C 1.3240 1.0693 -1.2845  -0.016
12 O 1.6124 0.0762 -0.4050  -0.968
13 C 0.8025 0.5625 -2.6433  -0.637
14 H 2.2339 1.6755 -1.5213  0.078
15 H 0.5430 1.7661 -0.8968  0.073
16 H 0.5742 1.4255 -3.2924  0.160
17 H -0.1323 0.0156 -2.5204  0.182
18 H 1.5382 -0.0729 -3.1306  0.182


Which structure wins on stability? entry B wins.


Entry A
The following is a DFT calculation (ωB97M-V/def2-TZVPD) of 2 unconnected molecules or ions with the total composition C5H13N.

Calculated values
- Net charge: 0
- Gap between HOMO and LUMO: 10.14 eV
- LUMO: 1.073 eV
- Structure (SMILES): C=CC.CNC

Last column: natural (NBO) charge in e.
Geometry (Å):
1 C 0.9222 2.6396 -0.2346  -0.657
2 C 2.1377 2.8771 0.6002  -0.160
3 C 2.1564 3.1609 1.9092  -0.418
4 H -0.0225 2.9951 0.1883  0.214
5 H 1.0722 3.1274 -1.1960  0.216
6 H 0.8512 1.5500 -0.3509  0.226
7 H 3.1059 2.8750 0.1114  0.190
8 H 3.1484 3.3417 2.3055  0.196
9 H 1.2723 3.2377 2.5133  0.193
10 C -1.0229 -3.0090 0.3859  -0.419
11 N -1.0808 -2.4769 -0.9823  -0.613
12 C -2.4967 -2.3869 -1.4012  -0.428
13 H -1.8378 -3.7405 0.5745  0.159
14 H -0.0973 -3.5236 0.6157  0.200
15 H -1.1783 -2.2126 1.1262  0.189
16 H -0.6375 -3.1355 -1.6149  0.344
17 H -3.1371 -3.1921 -1.0216  0.175
18 H -2.4889 -2.4213 -2.5002  0.195
19 H -2.7715 -1.3515 -1.1761  0.199


Entry B
The following is a DFT calculation (ωB97M-V/def2-TZVPD) of 2 unconnected molecules or ions with the total composition C5H13N.

Calculated values
- Net charge: 0
- Gap between HOMO and LUMO: 6.97 eV
- LUMO: 0.597 eV

Last column: natural (NBO) charge in e.
Geometry (Å):
1 C 0.1086 -0.8931 -0.3246  -0.376
2 C -0.8222 -0.4048 0.5784  0.042
3 C -0.3369 0.1764 1.8723  -0.686
4 C -0.4075 0.6116 -0.8015  -0.464
5 C -1.5188 0.5787 -1.8301  -0.601
6 N 2.5548 -0.2374 0.5146  -1.337
7 H 1.3290 -0.7518 -0.0705  0.354
8 H -0.2716 -1.6182 -1.0286  0.205
9 H -1.8767 -0.6565 0.5632  0.213
10 H 0.7486 0.3246 1.8220  0.298
11 H -0.5273 -0.5755 2.6386  0.236
12 H -0.8354 1.0892 2.1693  0.212
13 H -0.4125 1.5303 -0.2155  0.295
14 H 0.4615 0.8775 -1.4127  0.324
15 H -2.4828 0.3275 -1.3893  0.203
16 H -1.2924 -0.2114 -2.5489  0.214
17 H -1.6245 1.5150 -2.3637  0.225
18 H 3.1977 0.0144 -0.2194  0.321
19 H 3.0249 -1.0359 0.9641  0.322


Entry C
The following is a DFT calculation (ωB97M-V/def2-TZVPD) of C5H13N in the gas phase.

Calculated values
- Net charge: 0
- Gap between HOMO and LUMO: 10.37 eV
- LUMO: 1.188 eV
- Structure (SMILES): CCC(N)CC

Last column: natural (NBO) charge in e.
Geometry (Å):
1 C 0.1837 -0.0486 0.1162  -0.044
2 C 0.5466 0.8709 -1.0555  -0.393
3 C -1.2310 0.2780 0.6339  -0.405
4 C 1.9947 0.6867 -1.4899  -0.607
5 C -1.6064 -0.5143 1.8817  -0.609
6 N 0.3540 -1.4289 -0.3095  -0.839
7 H 0.9010 0.1196 0.9292  0.178
8 H -0.3281 -1.6560 -1.0265  0.348
9 H 0.2131 -2.0623 0.4685  0.358
10 H -0.1164 0.6475 -1.8949  0.190
11 H 0.3772 1.9088 -0.7621  0.199
12 H -1.9548 0.0734 -0.1604  0.191
13 H -1.2812 1.3447 0.8609  0.199
14 H 2.6704 0.9843 -0.6917  0.198
15 H 2.1769 -0.3585 -1.7217  0.223
16 H 2.2101 1.2897 -2.3689  0.203
17 H -0.8794 -0.3433 2.6735  0.201
18 H -2.5859 -0.2092 2.2431  0.212
19 H -1.6446 -1.5824 1.6742  0.197


Entry D
The following is a DFT calculation (ωB97M-V/def2-TZVPD) of a molecular structure, C5H13N.

Calculated values
- Net charge: 0
- Gap between HOMO and LUMO: 8.54 eV
- LUMO: 0.923 eV

Last column: natural (NBO) charge in e.
Geometry (Å):
1 C -0.6717 -1.2978 -0.2347  0.152
2 C 0.6877 0.5270 -0.1107  -0.468
3 C -0.5053 -1.8865 1.1342  -0.668
4 C 0.7996 1.1826 -1.4733  -0.626
5 C 0.4763 1.4967 1.0357  -0.622
6 N -1.9014 -0.7424 -0.5215  -0.848
7 H -0.0669 -1.7551 -1.0253  0.186
8 H 1.5385 -0.1271 0.0794  0.203
9 H -2.0097 -0.6949 -1.5360  0.332
10 H -0.6457 0.1008 -0.2654  0.423
11 H -1.0042 -1.2639 1.8776  0.237
12 H 0.5471 -2.0095 1.3937  0.215
13 H -0.9926 -2.8651 1.1354  0.246
14 H 0.4516 0.9768 1.9956  0.209
15 H 1.2830 2.2368 1.0794  0.204
16 H 1.6118 1.9162 -1.5011  0.209
17 H 0.9873 0.4399 -2.2535  0.205
18 H -0.1242 1.7139 -1.7316  0.204
19 H -0.4612 2.0516 0.9221  0.208


Which structure wins on stability? entry C wins.


Entry A
The following is a DFT calculation (ωB97M-V/def2-TZVPD) of 2 unconnected molecules or ions with the total composition C5H13N.

Calculated values
- Net charge: 0
- Gap between HOMO and LUMO: 10.87 eV
- LUMO: 1.119 eV
- Structure (SMILES): C=NC.CCC

Last column: natural (NBO) charge in e.
Geometry (Å):
1 C 1.7162 0.9793 0.7740  -0.623
2 C 2.2661 -0.3023 0.1052  -0.389
3 C 1.6834 -0.6097 -1.2605  -0.645
4 H 1.6694 1.9323 0.2026  0.211
5 H 2.1681 1.0740 1.7654  0.208
6 H 0.6952 0.5747 1.0528  0.205
7 H 2.0354 -1.1724 0.8970  0.194
8 H 3.3770 -0.2519 -0.0443  0.193
9 H 1.9370 -1.5691 -1.6651  0.210
10 H 0.5520 -0.5702 -1.2694  0.227
11 H 1.9756 -0.0558 -2.1734  0.206
12 C -2.1139 1.0098 -0.4152  -0.476
13 C -2.1376 -0.9002 0.9455  -0.058
14 N -1.6543 -0.4139 -0.1118  -0.391
15 H -1.6463 1.2790 -1.3936  0.207
16 H -1.6425 1.7257 0.2984  0.208
17 H -3.2282 1.0709 -0.5377  0.204
18 H -1.9510 -1.9024 1.1904  0.174
19 H -2.8462 -0.2991 1.5660  0.136


Entry B
The following is a DFT calculation (ωB97M-V/def2-TZVPD) of C5H13N in the gas phase.

Calculated values
- Net charge: 0
- Gap between HOMO and LUMO: 9.41 eV
- LUMO: 1.162 eV
- Structure (SMILES): CCCN(C)C

Last column: natural (NBO) charge in e.
Geometry (Å):
1 C -1.7004 -0.3665 -0.0506  -0.404
2 C -1.8027 0.3838 -1.4176  -0.616
3 C -0.2204 -0.8662 -0.0931  -0.212
4 N 0.6239 0.2492 0.4196  -0.464
5 C 1.0167 0.0941 1.8241  -0.413
6 C 1.8506 0.5472 -0.4421  -0.417
7 H -2.3489 -1.2510 -0.1121  0.192
8 H -1.8389 0.1737 0.8869  0.214
9 H -0.8864 0.9129 -1.5195  0.209
10 H -2.0850 -0.2872 -2.2445  0.207
11 H -2.6740 1.0655 -1.5443  0.204
12 H 0.1898 -0.9565 -1.1027  0.186
13 H -0.0995 -1.8097 0.4564  0.176
14 H 0.2718 0.3399 2.6068  0.198
15 H 1.8978 0.6900 2.0142  0.192
16 H 1.3731 -0.9019 2.0384  0.165
17 H 1.9168 1.6238 -0.7151  0.198
18 H 2.6486 0.5146 0.2866  0.187
19 H 1.8670 -0.1558 -1.2916  0.196


Which structure wins on stability? entry B wins.